The following is a DFT calculation (wB97M-V/def2-TZVPD) of a structure of composition C22H26ClNPPbRu in a non-equilibrium geometry.

Each line ends with the Mulliken spin population.
Element x y z (Å)
H1 1.08 0.85 1.53  0.057
C1 1.48 -1.55 -2.42  0.005
C2 0.69 1.81 -1.95  -0.036
Cl1 -2.42 2.60 -1.35  0.273
C3 3.91 -1.34 -1.07  0.005
H2 -2.65 -1.67 -1.52  0.005
H3 1.19 2.77 -2.15  0.004
P1 -0.05 -1.32 -0.10  -0.004
H4 1.44 1.00 -1.87  0.036
C4 -0.38 -3.98 -0.42  -0.001
C5 -2.23 -5.07 -1.54  0.001
H5 4.84 -1.56 -3.01  0.000
C6 -2.86 4.72 2.11  0.212
H6 -2.71 -5.99 -1.88  0.000
H7 -3.78 -3.78 -2.30  0.000
C7 -2.21 -2.65 -1.33  0.009
H8 -0.87 -2.98 2.08  0.002
H9 2.66 -1.72 -4.22  0.000
C8 -1.36 6.60 -0.82  0.244
C9 0.79 0.00 2.19  0.015
C10 -1.01 -5.14 -0.87  0.001
C11 2.68 -1.60 -3.13  0.008
C12 2.73 -1.27 -0.35  -0.003
H10 -1.74 6.41 -1.83  -0.020
H11 -0.03 1.53 -2.74  0.013
H12 0.52 3.53 1.74  -0.032
Pb1 -1.47 4.64 0.31  0.553
H13 -0.53 -6.10 -0.68  0.000
H14 -1.98 7.34 -0.28  0.001
H15 -2.25 4.47 2.98  -0.007
C13 1.00 0.08 3.57  0.000
C14 3.90 -1.50 -2.45  0.001
H16 -3.65 3.99 1.94  -0.019
C15 -0.99 -2.73 -0.64  0.036
H17 0.72 -0.87 5.50  0.001
N1 -0.91 0.06 -0.48  0.389
H18 1.23 4.03 0.19  0.010
C16 1.50 -1.39 -1.02  0.005
C17 0.47 3.36 0.64  0.331
H19 -3.25 5.75 2.19  -0.002
C18 0.19 -1.15 1.66  -0.054
C19 -2.82 -3.83 -1.77  0.002
C20 -0.12 -2.04 3.88  -0.003
H20 -0.47 -2.84 4.54  -0.001
C21 -0.32 -2.14 2.51  0.002
H21 -0.31 6.90 -0.82  -0.013
H22 2.72 -1.14 0.74  -0.003
H23 4.86 -1.27 -0.53  0.001
Ru1 -0.42 1.79 -0.30  2.963
H24 0.52 -1.58 -2.95  -0.001
H25 1.51 0.95 3.98  0.002
H26 0.58 -4.03 0.09  -0.001
C22 0.55 -0.94 4.41  0.012

The frontier orbital gap (alpha / beta) is 4.3 / 7.6 eV. Its strongest force on any atom is 4.48 eV/A. Its spin multiplicity is 6. The calculation puts the LUMO energy (alpha / beta) at 0.0 / -0.4 eV.


The following is a DFT calculation (wB97M-V/def2-TZVPD) of the ion C22H26F14N3O2S with charge +1 in a non-equilibrium geometry.

Each line ends with the Mulliken charge.
Element x y z (Å)
C1 3.66 4.02 -3.19  -0.609
C2 4.81 4.66 -2.35  0.641
C3 -4.12 -1.24 0.67  0.832
C4 1.93 -1.52 0.34  1.008
H1 1.79 0.16 -1.04  0.428
H2 1.42 -1.22 6.15  0.331
H3 0.82 -0.11 4.74  0.227
F1 -6.12 1.08 1.79  -0.265
F2 -3.63 -0.34 1.67  -0.262
F3 -6.16 -1.74 -0.77  -0.217
H4 1.69 2.53 1.95  0.372
C5 -5.65 -1.01 0.32  0.468
C6 1.96 -2.50 2.94  0.101
H5 -0.11 -2.09 3.80  0.095
N1 1.68 2.03 1.03  0.084
H6 5.87 6.27 -3.61  0.275
H7 6.94 5.29 -2.39  0.311
C7 1.44 -1.02 5.03  -0.829
F4 -6.93 2.27 -0.02  -0.283
F5 -3.53 -2.31 -1.56  -0.290
S1 -6.27 0.74 0.17  1.184
O1 5.24 -0.67 -0.30  -0.570
H8 5.57 5.20 -0.18  0.289
F6 -4.80 1.39 -0.24  -0.272
C8 2.12 0.79 0.98  -0.235
H9 0.73 -0.86 2.25  0.168
C9 -3.08 -1.44 -0.51  0.545
H10 0.73 1.98 -0.92  0.050
F7 -4.11 -2.51 1.37  -0.306
N2 2.22 -0.14 -0.15  0.210
H11 6.37 4.48 -3.94  0.305
H12 2.54 -0.82 4.74  0.215
H13 -0.64 -2.17 -2.01  0.487
C10 0.94 -2.30 4.18  -0.504
F8 1.68 -3.78 2.36  -0.351
H14 -0.20 -0.63 -0.96  0.236
H15 3.63 -0.29 1.96  0.415
O2 4.11 -1.34 -2.24  -0.461
C11 2.46 3.41 -2.44  -0.523
H16 1.46 -2.85 -1.42  0.591
F9 -7.83 0.19 0.49  -0.295
H17 1.61 2.94 -3.05  0.271
C12 2.43 3.44 -0.89  0.829
C13 4.74 4.72 -0.80  -0.621
H18 3.25 -3.34 -0.32  0.509
C14 -1.68 -2.16 -0.05  0.619
C15 0.93 -2.48 -0.46  -1.155
F10 -6.37 -1.56 1.44  -0.252
H19 0.89 -3.27 4.79  0.456
H20 3.67 3.97 -4.33  0.318
C16 -0.44 -1.74 -0.96  -0.815
F11 -1.32 -1.92 1.30  -0.327
C17 3.37 -2.27 0.09  -0.790
C18 4.32 -1.36 -0.84  0.358
H21 3.51 4.17 1.11  0.230
F12 -2.66 -0.25 -1.17  -0.288
N3 2.63 -0.06 2.11  -0.436
H22 0.36 3.51 0.07  0.490
H23 3.96 -2.39 1.08  0.303
H24 4.65 -0.57 -2.55  0.386
F13 -6.55 0.51 -1.49  -0.306
C19 6.07 5.25 -3.14  -1.022
C20 3.55 4.11 -0.04  -0.456
H25 0.65 -3.44 0.11  0.374
C21 1.75 -1.28 1.90  -0.652
C22 1.17 2.74 -0.18  -0.644
H26 3.05 -2.53 3.32  0.351
F14 -1.90 -3.57 -0.19  -0.325

Its total charge is +1. The frontier orbital gap is 8.0 eV. Its strongest force on any atom is 5.35 eV/A. Its spin multiplicity is 1. The calculation puts the LUMO energy at -3.6 eV.


The following is a DFT calculation (wB97M-V/def2-TZVPD) of a structure of composition C22H26HfIN5O7P2S in a non-equilibrium geometry.

Each line ends with the Mulliken charge.
Element x y z (Å)
N1 -1.68 -0.82 0.40  0.284
C1 -1.47 2.27 0.56  0.399
H1 4.02 2.76 -2.23  0.491
C2 0.84 1.49 1.13  -0.969
H2 1.11 4.79 3.33  0.334
H3 -2.57 0.07 2.79  0.231
H4 1.90 -0.28 2.45  0.104
C3 -1.33 4.47 2.11  -0.942
H5 4.56 1.29 -4.07  0.583
N2 -0.07 -1.32 -2.24  0.642
O1 4.71 -1.27 0.90  -0.583
C4 2.30 1.69 -1.75  0.121
Hf1 0.32 -0.50 -0.14  1.280
N3 -1.16 -2.19 -2.45  -1.402
C5 1.01 3.87 2.78  -0.671
H6 -2.44 -3.69 2.18  0.461
C6 3.71 1.07 -3.59  -0.851
C7 -2.57 3.01 0.57  -0.926
O2 2.38 -1.00 -0.29  0.109
C8 1.66 -0.04 -3.12  0.585
C9 -3.96 -1.61 1.11  -2.064
N4 -3.41 -2.34 -2.28  -0.376
C10 2.82 0.16 -3.92  -0.784
O3 2.29 -1.02 2.98  -0.640
I1 -4.60 5.11 -1.60  -0.939
H7 -4.26 -0.63 1.05  0.560
O4 2.78 -2.87 1.26  -0.488
C11 -0.19 3.59 2.08  0.978
O5 0.54 -1.85 1.40  -0.159
C12 2.06 2.99 2.65  -1.182
C13 1.94 1.82 1.86  1.259
H8 2.09 2.41 -0.92  0.363
H9 -2.27 -3.53 0.39  0.288
H10 -1.19 -1.08 3.10  0.184
C14 -2.51 4.15 1.45  -0.492
C15 3.45 1.94 -2.56  -0.914
C16 0.74 -1.18 -3.27  0.651
H11 4.37 -0.80 1.67  0.435
H12 -0.91 -3.29 1.53  0.011
C17 0.73 -2.08 -4.43  -1.435
S1 -2.35 -0.20 -0.95  -0.337
H13 2.86 -0.43 -4.82  0.241
C18 -0.27 2.43 1.27  0.362
H14 0.92 -3.09 -4.22  0.350
C19 -1.97 -3.13 1.37  -1.418
O6 4.01 -2.85 -0.95  -0.804
C20 -2.28 -1.66 -2.05  0.361
P1 3.46 -2.00 0.10  0.769
H15 -1.15 5.47 2.59  0.184
H16 -3.52 2.84 0.06  0.407
H17 -3.31 4.90 1.37  0.262
H18 -3.52 -2.83 -3.17  0.270
H19 -4.19 -2.20 0.26  0.379
H20 1.59 -1.89 -5.10  0.399
H21 -0.17 -1.85 -5.02  0.303
H22 -4.42 -2.20 1.92  0.504
C21 -2.26 -1.02 2.79  -1.429
H23 -4.30 -2.01 -1.87  0.263
P2 1.65 -2.34 2.32  0.599
H24 3.00 3.24 3.24  0.239
H25 2.82 1.20 1.79  0.435
C22 -2.43 -1.64 1.38  1.576
H26 -2.80 -1.60 3.53  0.492
O7 1.39 -3.41 3.27  -0.810
N5 1.49 0.74 -2.00  -0.131

Its total charge is -2. The frontier orbital gap (alpha / beta) is 3.2 / 3.3 eV. Its strongest force on any atom is 5.26 eV/A. Its spin multiplicity is 1. The calculation puts the LUMO energy (alpha / beta) at 2.8 / 2.8 eV.